(1)
Here is a molecular structure, C16H16NO4Zr at a distorted geometry from the OMol25 dataset. Energies are from ωB97M-V/def2-TZVPD.

Summary:
Total charge = +3
DFT total energy = -1020.8717 Eh
Multiplicity = 1

Positions of all 38 atoms, in Å:
Zr1 0.190 -0.260 -1.161
C1 0.678 -3.475 0.340
C2 0.147 -2.733 -0.843
C3 -1.203 -2.287 -0.879
C4 -1.725 -1.580 -1.999
C5 -3.164 -1.170 -2.050
C6 -0.860 -1.332 -3.105
C7 0.484 -1.804 -3.126
C8 1.302 -1.736 -4.375
C9 0.991 -2.428 -1.949
H1 1.203 -2.789 1.010
H2 1.389 -4.244 0.037
H3 -0.122 -3.951 0.905
H4 -1.875 -2.591 -0.084
H5 -3.582 -1.369 -3.039
H6 -3.289 -0.097 -1.869
H7 -3.758 -1.710 -1.314
H8 -1.289 -0.939 -4.023
H9 0.670 -1.910 -5.248
H10 2.094 -2.483 -4.366
H11 1.771 -0.756 -4.521
H12 1.992 -2.849 -1.967
O1 0.128 1.537 -0.402
C10 0.302 1.064 0.822
O2 0.381 -0.274 0.778
C11 0.402 1.822 1.984
C12 0.507 1.183 3.251
C13 0.621 1.944 4.386
C14 0.649 3.342 4.292
C15 0.546 3.953 3.043
C16 0.415 3.237 1.891
N1 0.582 5.455 2.950
O3 0.626 6.040 4.001
O4 0.533 5.907 1.830
H13 0.488 0.103 3.320
H14 0.688 1.469 5.355
H15 0.751 3.955 5.180
H16 0.337 3.755 0.943

***

(2)
Here is a single C2H6N4S molecule at a distorted geometry from the OMol25 dataset. Energies are from ωB97M-V/def2-TZVPD.

Summary:
SMILES = [H]/N=C(\C=N/N)NS
Multiplicity = 1
Energy relative to the best compared isomer or geometry (same formula, charge and spin) = 3.5221 eV

Positions of all 13 atoms, in Å:
H1 -2.025 -1.424 -0.033
N1 -1.194 -1.560 0.573
C1 -0.248 -0.747 0.101
C2 -0.064 0.237 -0.992
N2 -1.073 0.580 -1.749
N3 -2.278 0.656 -1.092
N4 0.847 -0.721 0.933
S1 1.990 0.580 0.932
H2 1.028 0.257 -1.431
H3 -2.201 0.769 -0.096
H4 -2.900 1.443 -1.376
H5 0.866 -1.664 1.579
H6 1.154 1.722 1.139

***

(3)
Here is a single C2H7N5O molecule at a distorted geometry from the OMol25 dataset. Energies are from ωB97M-V/def2-TZVPD.

Summary:
SMILES = C=NN/C(=N\N)NO
Multiplicity = 1
Energy relative to the best compared isomer or geometry (same formula, charge and spin) = 6.0569 eV

Positions of all 15 atoms, in Å:
C1 0.954 -1.326 -0.766
N1 0.596 -1.704 0.523
N2 -0.021 -0.726 1.178
C2 -0.597 0.419 0.516
N3 0.091 1.416 0.065
N4 1.435 1.353 -0.042
N5 -1.980 0.509 0.352
O1 -2.248 -0.554 -0.409
H1 1.084 -0.323 -1.115
H2 1.605 -2.031 -1.235
H3 -0.509 -1.241 1.906
H4 1.855 2.280 0.157
H5 2.074 0.590 0.452
H6 -2.291 1.421 -0.131
H7 -2.049 -0.084 -1.450

***

(4)
Here is 10 unconnected molecules or ions with the total composition C54H94BN13O2SSi at a distorted geometry from the OMol25 dataset. Energies are from ωB97M-V/def2-TZVPD.

Summary:
SMILES = CCNc1c(B(N)O)c(CCO[Si](C)(C)C)cc2nc(CSCC)cnc12.CCCC#N.CCCC#N.CCCC#N.CCCC#N.CCCC#N.CCCC#N.CCCC#N.CCCC#N.CCCC#N
DFT total energy = -3688.6457 Eh
Multiplicity = 1

Positions of all 166 atoms, in Å:
C1 -5.973 -2.377 1.010
C2 -6.976 -1.406 0.219
N1 -6.328 -0.469 -0.755
C3 -4.878 -0.363 -0.592
C4 -3.863 -1.044 -1.576
B1 -4.326 -1.929 -2.864
N2 -3.867 -3.329 -3.133
O1 -5.210 -1.353 -3.871
C5 -2.312 -0.857 -1.367
C6 -1.169 -1.453 -2.318
C7 -0.457 -2.775 -1.695
O2 -1.133 -4.008 -2.041
Si1 -1.414 -5.013 -0.657
C8 0.232 -5.754 -0.012
C9 -2.549 -6.502 -1.143
C10 -2.359 -4.085 0.759
C11 -1.845 -0.003 -0.173
C12 -2.821 0.688 0.868
N3 -2.191 1.452 1.911
C13 -3.222 2.020 2.710
C14 -2.735 2.960 3.939
S1 -0.873 3.037 4.021
C15 -0.363 4.386 5.192
C16 -1.338 5.668 5.183
C17 -4.756 1.835 2.554
N4 -5.320 1.060 1.504
C18 -4.334 0.492 0.627
H1 -5.462 -1.756 1.841
H2 -5.231 -2.939 0.352
H3 -6.639 -3.132 1.584
H4 -7.762 -2.068 -0.307
H5 -7.543 -0.745 0.983
H6 -6.610 -0.640 -1.728
H7 -3.799 -3.865 -2.258
H8 -2.974 -3.340 -3.655
H9 -5.008 -0.394 -3.997
H10 -0.330 -0.654 -2.334
H11 -1.483 -1.596 -3.405
H12 0.640 -2.874 -2.051
H13 -0.428 -2.602 -0.565
H14 0.954 -4.864 0.143
H15 0.651 -6.459 -0.813
H16 0.014 -6.283 0.977
H17 -3.155 -6.283 -2.094
H18 -1.962 -7.478 -1.217
H19 -3.321 -6.659 -0.294
H20 -1.854 -3.114 1.077
H21 -3.404 -3.853 0.316
H22 -2.567 -4.801 1.642
H23 -0.712 0.152 -0.033
H24 -3.214 2.631 4.925
H25 -3.100 4.031 3.694
H26 -0.315 3.996 6.275
H27 0.672 4.772 4.849
H28 -2.349 5.460 5.701
H29 -0.889 6.587 5.689
H30 -1.587 5.966 4.106
H31 -5.463 2.332 3.292
C19 1.765 -1.212 4.688
C20 0.982 -1.229 3.380
C21 -0.179 -2.226 3.394
C22 0.348 -3.620 3.611
N5 0.764 -4.713 3.783
H32 2.234 -2.179 4.890
H33 2.563 -0.467 4.643
H34 1.114 -0.962 5.531
H35 1.667 -1.469 2.560
H36 0.589 -0.226 3.188
H37 -0.715 -2.191 2.443
H38 -0.886 -1.982 4.191
C23 5.185 0.217 7.648
C24 6.076 0.048 6.422
C25 6.184 1.324 5.584
C26 4.823 1.724 5.089
N6 3.751 2.038 4.702
H39 4.155 0.452 7.369
H40 5.161 -0.708 8.230
H41 5.558 1.017 8.296
H42 5.680 -0.768 5.807
H43 7.076 -0.251 6.748
H44 6.841 1.156 4.727
H45 6.604 2.140 6.178
C27 -4.727 2.420 -7.882
C28 -3.866 1.255 -8.359
C29 -4.029 0.002 -7.497
C30 -3.621 0.299 -6.083
N7 -3.299 0.533 -4.969
H46 -4.450 2.741 -6.874
H47 -4.601 3.282 -8.542
H48 -5.787 2.148 -7.876
H49 -2.817 1.568 -8.364
H50 -4.134 1.015 -9.392
H51 -3.404 -0.805 -7.886
H52 -5.068 -0.338 -7.507
C31 -0.232 -4.015 -7.232
C32 0.529 -2.786 -6.745
C33 -0.332 -1.520 -6.738
C34 -0.810 -1.217 -8.130
N8 -1.186 -0.979 -9.225
H53 -0.563 -3.900 -8.267
H54 0.410 -4.898 -7.193
H55 -1.111 -4.205 -6.608
H56 1.408 -2.631 -7.377
H57 0.896 -2.973 -5.731
H58 0.251 -0.671 -6.369
H59 -1.198 -1.647 -6.081
C35 5.824 -5.665 8.192
C36 5.237 -4.667 7.200
C37 6.308 -3.849 6.474
C38 7.111 -3.059 7.469
N9 7.742 -2.439 8.253
H60 6.376 -5.163 8.991
H61 5.027 -6.245 8.663
H62 6.502 -6.363 7.691
H63 4.556 -3.996 7.733
H64 4.641 -5.209 6.460
H65 5.839 -3.160 5.767
H66 6.979 -4.506 5.913
C39 4.797 1.142 -6.933
C40 4.006 1.140 -8.237
C41 2.829 0.161 -8.217
C42 3.332 -1.238 -8.006
N10 3.746 -2.356 -7.840
H67 5.252 0.168 -6.735
H68 5.607 1.874 -6.981
H69 4.155 1.401 -6.085
H70 4.681 0.891 -9.061
H71 3.627 2.149 -8.425
H72 2.287 0.206 -9.166
H73 2.131 0.416 -7.415
C43 6.706 -3.324 -6.177
C44 7.323 -3.527 -7.556
C45 8.821 -3.831 -7.499
C46 9.552 -2.687 -6.855
N11 10.125 -1.786 -6.349
H74 7.142 -2.464 -5.662
H75 5.633 -3.138 -6.265
H76 6.848 -4.210 -5.550
H77 7.150 -2.628 -8.157
H78 6.809 -4.353 -8.057
H79 9.213 -3.981 -8.509
H80 9.007 -4.743 -6.925
C47 -6.210 7.570 7.413
C48 -6.525 6.403 6.484
C49 -6.082 5.053 7.051
C50 -4.595 5.053 7.268
N12 -3.425 5.054 7.437
H81 -5.135 7.679 7.574
H82 -6.570 8.507 6.982
H83 -6.692 7.437 8.387
H84 -6.039 6.577 5.518
H85 -7.603 6.376 6.300
H86 -6.340 4.250 6.357
H87 -6.582 4.853 8.003
C51 -0.600 10.005 1.875
C52 0.288 8.856 1.408
C53 0.126 7.595 2.260
C54 0.501 7.889 3.684
N13 0.808 8.132 4.815
H88 -0.347 10.323 2.889
H89 -0.473 10.872 1.222
H90 -1.655 9.717 1.857
H91 1.332 9.185 1.426
H92 0.044 8.618 0.368
H93 0.771 6.799 1.878
H94 -0.907 7.239 2.227